Record 1
{"formula": "C5H11ISi", "method": "ωB97M-V with the def2-TZVPD basis set", "e_tot_ha": -784.21003, "gap_ev": 8.9, "e_above_lowest_ev": 1.868, "e_homo_ev": -8.2, "species": ["C", "C", "C", "C", "C", "Si", "I", "H", "H", "H", "H", "H", "H", "H", "H", "H", "H", "H"], "coordinates": [[0.476, 0.715, -2.716], [1.015, 0.876, -1.532], [-1.213, -1.399, -0.185], [-1.100, 1.290, 1.226], [1.313, -0.964, 1.639], [-0.117, -0.151, 0.509], [2.619, 2.003, -0.894], [1.047, 1.002, -3.590], [-0.535, 0.194, -2.719], [-1.719, -0.868, -1.036], [-0.637, -2.258, -0.510], [-1.963, -1.764, 0.499], [-1.765, 1.527, 0.275], [-1.871, 0.998, 1.908], [-0.338, 2.041, 1.522], [1.853, -0.084, 1.950], [1.018, -1.459, 2.552], [1.916, -1.699, 1.104]]}

Record 2
{"formula": "C4H10N2O", "method": "ωB97M-V with the def2-TZVPD basis set", "e_tot_ha": -342.83263, "gap_ev": [11.4, 5.9], "multiplicity": 2, "e_above_lowest_ev": 0.978, "e_homo_ev": [-14.7, -14.4], "total_charge": 1, "species": ["C", "N", "C", "C", "C", "N", "O", "H", "H", "H", "H", "H", "H", "H", "H", "H", "H"], "coordinates": [[1.672, -0.594, 0.613], [0.807, 0.540, 0.758], [-1.378, -0.797, 0.884], [-0.579, 0.412, 0.329], [-0.683, 0.300, -1.248], [0.019, 1.169, -1.995], [-1.250, -0.644, -1.744], [2.350, -0.614, 1.484], [1.257, -1.532, 0.262], [2.383, -0.254, -0.186], [0.752, 0.845, 1.735], [-1.000, -0.902, 1.920], [-1.139, -1.675, 0.291], [-2.458, -0.737, 0.883], [-1.035, 1.360, 0.619], [0.092, 1.033, -2.988], [0.190, 2.089, -1.617]]}

Record 3
{"formula": "C22H28AuClN2O2S2Se", "method": "ωB97M-V with the def2-TZVPD basis set", "e_tot_ha": -4908.81942, "gap_ev": 6.5, "e_above_lowest_ev": 0.411, "e_homo_ev": -7.7, "species": ["Au", "C", "C", "N", "C", "C", "C", "S", "N", "C", "O", "C", "C", "C", "C", "C", "C", "H", "H", "H", "H", "H", "H", "H", "H", "H", "H", "H", "H", "H", "H", "H", "Se", "C", "C", "C", "C", "C", "C", "H", "H", "H", "H", "H", "O", "S", "C", "C", "C", "C", "H", "H", "H", "H", "H", "H", "H", "H", "Cl"], "coordinates": [[-0.724, -0.410, -0.959], [-0.736, -1.087, 4.334], [-0.172, 0.299, 4.058], [0.970, 0.287, 3.131], [2.321, 0.260, 3.724], [2.937, -1.131, 3.740], [0.830, 0.293, 1.796], [-0.823, 0.359, 1.213], [1.982, 0.272, 1.118], [2.105, 0.381, -0.204], [1.209, 0.553, -1.069], [3.511, 0.294, -0.719], [4.593, 0.209, 0.150], [5.876, 0.046, -0.349], [6.083, -0.031, -1.721], [5.007, 0.084, -2.594], [3.723, 0.247, -2.093], [-1.581, -1.008, 5.022], [0.013, -1.735, 4.792], [-1.087, -1.549, 3.412], [0.178, 0.754, 4.983], [-0.947, 0.941, 3.647], [2.225, 0.643, 4.739], [2.953, 0.937, 3.157], [2.314, -1.832, 4.297], [3.918, -1.099, 4.217], [3.052, -1.501, 2.723], [4.416, 0.272, 1.215], [6.716, -0.027, 0.331], [7.082, -0.185, -2.110], [5.167, 0.035, -3.664], [2.872, 0.328, -2.757], [-3.089, -0.981, -1.142], [-3.152, -2.888, -0.966], [-2.463, -3.777, -1.790], [-2.673, -5.142, -1.660], [-3.567, -5.631, -0.714], [-4.245, -4.751, 0.113], [-4.034, -3.381, -0.005], [-1.779, -3.396, -2.535], [-2.147, -5.827, -2.314], [-3.732, -6.697, -0.623], [-4.941, -5.124, 0.854], [-4.559, -2.691, 0.643], [-2.749, 1.809, -1.017], [-1.922, 3.078, -1.127], [-3.135, 4.425, -1.298], [-2.913, 5.089, -2.658], [-2.524, 3.951, -3.600], [-1.421, 3.199, -2.869], [-3.032, 5.103, -0.452], [-4.096, 3.911, -1.239], [-2.094, 5.810, -2.592], [-3.804, 5.620, -2.993], [-2.195, 4.317, -4.573], [-3.375, 3.287, -3.761], [-0.471, 3.739, -2.892], [-1.263, 2.171, -3.200], [-0.607, -1.119, -3.151]]}

Record 4
{"formula": "C5H8S3", "method": "ωB97M-V with the def2-TZVPD basis set", "e_tot_ha": -1389.67763, "gap_ev": 8.2, "e_above_lowest_ev": 5.114, "e_homo_ev": -8.5, "species": ["C", "C", "C", "C", "C", "H", "H", "H", "H", "H", "H", "H", "H", "S", "S", "S"], "coordinates": [[-0.566, 0.872, 0.325], [-1.381, 0.685, -0.993], [0.664, -0.754, -0.965], [1.523, -1.198, 0.215], [0.168, -0.410, 0.410], [-1.502, -0.449, 2.196], [0.031, 1.716, -0.012], [-2.444, 0.466, -0.788], [-1.211, 1.565, -1.595], [1.138, 0.264, -1.339], [1.242, -2.132, 0.675], [2.464, 0.719, 0.680], [-0.648, -1.175, 0.689], [-1.742, 1.236, 1.654], [-0.747, -0.919, -1.943], [3.012, -0.486, 0.789]]}

Record 5
{"formula": "H20O10", "method": "ωB97M-V with the def2-TZVPD basis set", "e_tot_ha": -764.27112, "gap_ev": 10.6, "e_above_lowest_ev": 5.736, "e_homo_ev": -10.4, "species": ["O", "H", "H", "O", "H", "H", "O", "H", "H", "O", "H", "H", "O", "H", "H", "O", "H", "H", "O", "H", "H", "O", "H", "H", "O", "H", "H", "O", "H", "H"], "coordinates": [[-0.007, -4.245, 0.668], [0.330, -4.228, 1.642], [0.701, -4.293, 0.208], [2.200, -2.014, 0.516], [1.434, -1.636, 1.008], [2.818, -2.343, 1.122], [0.442, -0.209, -0.084], [0.479, 0.416, -0.721], [0.359, 0.377, 0.696], [-0.280, 0.874, 2.234], [-1.304, 0.639, 2.262], [-0.011, 0.590, 3.060], [0.704, 3.301, 0.729], [0.140, 3.182, 0.009], [1.459, 2.783, 0.651], [-2.068, -0.549, -1.062], [-1.082, -0.343, -0.985], [-2.283, -0.173, -0.054], [0.214, 1.754, -1.924], [1.093, 1.636, -2.244], [-0.503, 1.405, -2.436], [-1.114, -0.475, -3.505], [-1.348, 0.010, -4.223], [-1.769, -1.064, -3.367], [3.303, 1.755, 0.075], [2.491, 1.443, -0.029], [3.639, 0.975, 0.623], [-3.289, -0.094, 2.154], [-3.768, -0.605, 1.631], [-3.713, 0.451, 2.739]]}

Record 6
{"formula": "C21H31ClN7O6ReS2", "method": "ωB97M-V with the def2-TZVPD basis set", "e_tot_ha": -2987.45180, "gap_ev": [5.2, 5.7], "multiplicity": 2, "e_homo_ev": [-15.5, -15.8], "total_charge": 3, "species": ["Re", "C", "C", "N", "C", "C", "S", "C", "C", "N", "H", "H", "H", "H", "H", "H", "H", "H", "H", "H", "H", "H", "H", "H", "O", "C", "O", "C", "C", "Cl", "N", "N", "C", "C", "O", "O", "C", "C", "C", "C", "C", "C", "H", "H", "H", "H", "H", "H", "N", "C", "C", "O", "O", "H", "H", "H", "H", "H", "C", "N", "C", "N", "S", "H", "H", "H", "H", "H", "H"], "coordinates": [[0.572, -0.773, 0.662], [1.594, -0.573, 3.587], [3.379, -0.343, 1.984], [2.829, -0.890, 0.725], [3.368, -2.262, 0.451], [2.688, -3.290, 1.307], [0.883, -3.153, 1.057], [0.296, -3.354, 2.777], [-0.347, -2.104, 3.361], [0.311, -0.845, 2.909], [1.440, -0.050, 4.525], [2.095, -1.517, 3.792], [3.865, -1.140, 2.543], [4.107, 0.433, 1.776], [3.162, -0.314, -0.038], [4.445, -2.282, 0.628], [3.199, -2.478, -0.599], [2.923, -3.172, 2.365], [2.991, -4.289, 1.005], [1.145, -3.699, 3.364], [-0.439, -4.154, 2.756], [-0.330, -2.173, 4.449], [-1.384, -2.045, 3.054], [-0.326, -0.086, 3.111], [2.482, 5.137, 1.582], [1.402, 5.023, 0.797], [0.728, 5.949, 0.491], [0.991, 3.638, 0.356], [0.357, 3.335, -0.793], [0.264, 4.263, -2.188], [-0.162, 2.055, -0.714], [0.208, 1.439, 0.424], [0.834, 2.444, 1.113], [1.088, 2.443, 2.469], [1.318, 2.632, 3.533], [2.371, 0.263, 2.761], [-1.436, 1.733, -1.389], [-2.407, 2.735, -1.401], [-3.595, 2.534, -2.088], [-3.822, 1.334, -2.753], [-2.871, 0.318, -2.682], [-1.678, 0.513, -1.998], [3.074, 4.377, 1.582], [-2.247, 3.673, -0.878], [-4.336, 3.326, -2.114], [-4.730, 1.197, -3.332], [-3.045, -0.628, -3.186], [-0.951, -0.281, -1.947], [-4.167, 0.073, 0.770], [-3.914, -1.411, 0.694], [-2.411, -1.727, 0.766], [-2.089, -2.890, 0.787], [-1.631, -0.659, 0.797], [-4.621, 0.349, 1.635], [-4.728, 0.421, -0.004], [-3.227, 0.486, 0.726], [-4.296, -1.798, -0.246], [-4.428, -1.928, 1.499], [0.670, -0.839, -5.616], [0.685, -1.357, -4.241], [0.887, -0.635, -3.162], [1.091, 0.671, -3.286], [0.954, -1.501, -1.639], [0.637, -1.680, -6.300], [1.573, -0.265, -5.828], [-0.210, -0.218, -5.791], [0.539, -2.342, -4.095], [1.101, 1.125, -4.187], [1.283, 1.225, -2.476]]}

Record 7
{"formula": "C20H41N2P3SSm", "method": "ωB97M-V with the def2-TZVPD basis set", "e_tot_ha": -2975.40690, "gap_ev": [4.4, 4.8], "multiplicity": 6, "e_above_lowest_ev": 0.949, "e_homo_ev": [-15.4, -15.4], "total_charge": 3, "species": ["Sm", "P", "P", "P", "H", "C", "C", "H", "C", "C", "C", "C", "C", "C", "C", "C", "C", "H", "H", "H", "H", "H", "H", "H", "H", "H", "H", "H", "H", "H", "H", "H", "H", "H", "H", "H", "H", "H", "H", "H", "H", "H", "H", "H", "H", "H", "C", "C", "C", "C", "C", "C", "S", "H", "H", "H", "H", "H", "H", "N", "C", "C", "C", "N", "H", "H", "H", "H"], "coordinates": [[0.263, -0.193, -0.553], [-1.533, 2.093, -0.088], [-1.991, -1.442, 0.885], [2.035, 1.768, -1.621], [-0.877, -2.656, -1.991], [0.168, -2.356, -2.003], [1.131, -2.624, -1.062], [1.011, -3.294, -0.206], [-2.672, 2.143, -1.528], [-2.704, 2.254, 1.308], [-0.879, 3.801, -0.073], [-1.742, -3.253, 0.961], [-2.458, -1.121, 2.629], [-3.615, -1.343, 0.031], [3.448, 0.803, -2.291], [2.994, 3.173, -0.971], [1.294, 2.580, -3.099], [0.476, -1.947, -2.968], [2.165, -2.273, -1.209], [-3.321, 3.027, -1.448], [-3.278, 1.230, -1.566], [-2.088, 2.196, -2.455], [-3.203, 3.237, 1.267], [-2.154, 2.183, 2.257], [-3.466, 1.465, 1.304], [-1.725, 4.502, 0.003], [-0.297, 4.026, -0.975], [-0.217, 3.944, 0.793], [-2.697, -3.804, 0.968], [-1.196, -3.485, 1.892], [-1.154, -3.599, 0.095], [-3.405, -1.619, 2.893], [-2.563, -0.041, 2.806], [-1.679, -1.528, 3.290], [-4.278, -2.061, 0.525], [-3.485, -1.624, -1.022], [-4.048, -0.340, 0.103], [3.962, 1.307, -3.127], [3.133, -0.197, -2.623], [4.150, 0.633, -1.464], [3.597, 3.589, -1.786], [3.642, 2.823, -0.164], [2.344, 3.939, -0.542], [2.086, 3.019, -3.717], [0.579, 3.358, -2.807], [0.768, 1.839, -3.708], [1.864, -1.127, -6.461], [1.307, -0.500, -7.600], [1.415, -1.147, -8.839], [2.076, -2.380, -8.955], [2.684, -2.948, -7.825], [2.586, -2.326, -6.587], [1.608, -0.459, -4.864], [0.501, -1.161, -4.444], [0.775, 0.445, -7.473], [0.971, -0.697, -9.732], [2.115, -2.895, -9.925], [3.228, -3.891, -7.891], [3.006, -2.781, -5.688], [1.528, -0.812, 2.563], [1.825, -0.117, 3.676], [1.655, 1.225, 3.379], [1.254, 1.309, 2.048], [1.155, 0.034, 1.538], [1.534, -1.827, 2.451], [2.138, -0.596, 4.598], [1.792, 2.068, 4.039], [1.049, 2.186, 1.443]]}